The following is a quantum chemistry calculation of 9 unconnected molecules or ions with the total composition C21H64N4O9, from the OMol25 dataset.

Computed properties:
Energy relative to the best compared isomer or geometry (same formula, charge and spin) (eV): 2.039
Strongest force on any atom (hartree/bohr): 0.0634
Frontier orbital gap (alpha / beta) (eV): 8.51 / 2.66
LUMO energy (alpha / beta) (eV): -2.56 / -8.40

```
! wB97M-V def2-TZVPD RIJCOSX def2/J DEFGRID3
* xyz 1 2
O -2.733 1.643 -4.603
O -2.368 -0.108 3.830
O -5.102 1.981 -2.066
O 4.476 2.568 2.703
O -1.384 -0.344 -0.061
O -4.481 -4.194 -0.933
O -2.135 -5.855 3.554
O -1.798 6.842 -1.394
O 3.726 -1.252 -1.309
N -3.815 -6.348 1.206
N 3.646 2.502 -1.165
N 7.613 1.901 3.068
N 0.611 2.805 -0.303
C 7.852 2.303 0.716
C 6.959 2.607 1.937
C -0.191 0.456 -0.117
C -5.526 -5.402 2.641
C 3.140 2.374 2.163
C 5.453 2.090 1.677
C -1.600 2.385 -1.122
C -5.330 -3.528 -1.839
C -1.221 -4.945 3.160
C -5.026 -5.545 1.215
C -1.291 0.441 3.267
C -2.003 5.951 -2.424
C -1.155 -1.704 0.174
C -1.418 1.382 -5.006
C 3.947 0.040 -0.739
C -0.550 1.940 -0.110
C 3.698 -2.355 -0.404
C -5.468 0.693 -1.519
C -4.693 -4.190 0.483
C 4.934 1.357 -2.677
C 3.779 1.178 -1.753
H 0.240 3.738 -0.190
H 1.353 2.719 0.376
H 3.574 3.140 -1.945
H -6.024 -6.326 2.935
H 7.716 1.308 0.293
H 3.176 2.936 1.229
H -0.700 1.425 -4.187
H -0.714 -4.639 4.075
H 8.456 2.412 3.285
H 4.601 -2.965 -0.420
H -5.796 -6.020 0.607
H 5.517 1.017 1.496
H -1.329 2.156 -2.153
H -6.280 -4.038 -1.999
H 5.148 0.396 -3.146
H -2.038 -0.540 4.622
H -0.675 0.969 3.994
H -4.362 1.931 -2.676
H 8.884 2.397 1.051
H 5.277 2.434 0.658
H -1.940 3.377 -0.827
H 5.774 1.778 -2.123
H -2.712 -6.100 2.827
H -4.872 -3.453 -2.825
H 2.921 -3.016 -0.790
H -0.978 2.106 0.878
H 2.870 0.983 -2.322
H -4.783 -4.963 3.306
H -3.060 5.763 -2.609
H 3.607 -2.112 0.654
H -1.095 2.124 -5.735
H -6.097 0.705 -0.629
H -5.582 -3.568 0.587
H -4.099 -7.311 1.316
H -3.286 2.033 -5.284
H 6.979 2.037 3.842
H -3.825 -3.660 0.875
H -6.313 -4.648 2.638
H 2.411 2.893 2.784
H -2.545 1.864 -0.966
H -5.732 -0.130 -2.183
H -5.486 -2.509 -1.485
H 2.820 2.601 -0.592
H -0.319 -2.048 -0.435
H -1.450 0.410 -5.499
H -1.677 -4.026 2.792
H -0.457 -5.337 2.490
H -1.471 5.002 -2.366
H -1.070 -1.927 1.238
H -1.751 6.499 -3.331
H 0.423 0.198 0.747
H -2.414 7.576 -1.330
H 3.204 0.081 0.058
H 2.760 1.354 2.108
H -3.224 -6.200 0.401
H 4.535 2.044 -3.423
H 0.309 0.165 -1.040
H 7.010 3.653 2.238
H -0.629 -0.332 2.878
H 4.915 -0.097 -0.257
H -1.527 1.126 2.453
H -1.944 -2.384 -0.148
H -4.609 0.269 -0.998
H 7.836 3.060 -0.069
*
```

=====

The following is a quantum chemistry calculation of 11 unconnected molecules or ions with the total composition C21H66N12O15, from the OMol25 dataset.

Computed properties:
SMILES: COC[C@H](C)N.COC[C@H](C)N.NC(N)=O.NC(N)=O.NC(N)=O.NC(N)=O.NC(N)=O.OCCO.OCCO.OCCO.OCCO
Energy relative to the best compared isomer or geometry (same formula, charge and spin) (eV): 5.190
Strongest force on any atom (hartree/bohr): 0.1282
Frontier orbital gap (eV): 8.93
LUMO energy (eV): 0.39

```
! wB97M-V def2-TZVPD RIJCOSX def2/J DEFGRID3
* xyz 0 1
O -2.345 -2.096 1.596
O 1.923 5.718 1.435
O -1.463 5.107 -0.209
O -3.016 -3.037 -5.694
O -0.210 -1.537 -6.144
O -2.589 -3.008 -1.349
O 1.432 -0.268 3.089
O -0.440 -1.716 5.323
O 1.178 -5.044 2.515
O -4.005 3.554 -0.082
O -5.743 1.348 -1.295
O -0.387 1.820 -0.001
O 1.013 3.822 -1.418
O 3.747 2.295 -3.095
O -0.972 0.915 4.284
N 2.196 3.533 -4.079
N -3.779 -1.773 -2.766
N -1.090 -3.752 0.886
N -0.716 -2.981 2.804
N -3.684 -1.155 -0.686
N 1.861 3.985 2.773
N 1.435 5.918 3.574
N 3.436 0.706 3.622
N 3.973 2.939 -5.164
N 2.011 -2.840 0.780
N -0.044 0.864 -2.604
N 3.458 -1.011 2.300
C 1.738 5.267 2.525
C -3.342 -2.026 -1.579
C -0.466 2.382 1.345
C 2.677 -0.227 3.009
C 2.687 -4.103 0.942
C 2.596 -4.669 2.433
C -0.476 5.599 -1.044
C 0.093 4.641 -2.136
C 0.520 -1.298 -1.934
C -1.473 -2.878 1.762
C -1.395 -0.859 6.000
C 0.169 0.546 -0.069
C 3.350 2.895 -4.066
C -4.555 1.922 -1.877
C -1.682 -3.275 -5.226
C 4.196 -3.856 0.576
C -0.533 -2.922 -6.211
C 0.818 -5.843 3.613
C -1.924 0.021 4.828
C -3.568 2.415 -0.766
C -0.255 -0.068 -1.532
H -0.007 -0.190 0.715
H 1.084 -2.917 1.173
H 2.938 1.336 4.234
H -4.121 1.186 -2.553
H -0.487 0.463 3.589
H 0.350 1.943 1.919
H 4.457 -0.861 2.306
H -4.472 -1.044 -2.846
H -3.250 4.136 0.040
H 0.377 5.986 -0.487
H -1.835 5.892 0.199
H 3.100 -5.633 2.509
H -0.763 4.200 -2.647
H 4.464 -3.951 -0.476
H 4.686 -4.748 0.965
H -2.145 -1.472 6.500
H -0.228 3.437 1.210
H 0.443 -3.270 -5.875
H -3.183 -1.385 0.160
H -6.442 1.513 -1.932
H -1.306 -0.357 -1.523
H -0.797 -2.317 3.561
H 4.430 0.689 3.444
H 3.559 3.440 -5.938
H 2.999 -1.850 1.974
H -2.814 -2.509 -6.470
H 2.028 -2.537 -0.183
H 2.120 4.296 -4.737
H -3.399 1.643 -0.015
H 2.704 -3.821 3.109
H 0.111 -3.559 2.773
H -0.241 -5.711 3.835
H -1.575 -2.792 -4.255
H -4.754 2.751 -2.557
H 1.540 5.426 4.450
H 1.327 3.651 3.563
H -0.014 1.718 -2.065
H -1.601 -4.359 -5.149
H -1.538 -3.647 -0.013
H 0.475 -1.476 -3.009
H -0.017 -2.156 -1.530
H 2.323 -4.869 0.258
H -2.610 2.612 -1.248
H 1.215 0.822 0.064
H 1.598 -1.321 -1.774
H -4.250 -0.324 -0.778
H 0.669 -1.473 -6.523
H 4.526 -2.866 0.892
H 1.066 -6.870 3.346
H 4.911 2.566 -5.209
H -2.286 -0.583 3.996
H 0.670 5.212 -2.863
H 0.629 3.464 -0.615
H 1.007 6.832 3.531
H -0.811 -0.296 6.728
H 0.273 -1.150 5.017
H -0.863 6.457 -1.594
H -2.802 0.590 5.133
H 0.920 0.757 -2.884
H 1.447 -5.648 4.482
H 1.714 3.587 -3.194
H -0.705 -3.381 -7.185
H 2.130 3.361 2.027
H -3.419 -2.282 -3.561
H -1.412 2.214 1.860
H -0.501 -4.531 1.143
*
```

=====

The following is a quantum chemistry calculation of 12 unconnected molecules or ions with the total composition C21H68N16O12, from the OMol25 dataset.

Computed properties:
SMILES: COC[C@H](C)N.COC[C@H](C)N.NC(N)=O.NC(N)=O.NC(N)=O.NC(N)=O.NC(N)=O.NC(N)=O.NC(N)=O.CCO.CCO.CCO
Energy relative to the best compared isomer or geometry (same formula, charge and spin) (eV): 0.000
Strongest force on any atom (hartree/bohr): 0.0634
Frontier orbital gap (eV): 8.95
LUMO energy (eV): 0.23

```
! wB97M-V def2-TZVPD RIJCOSX def2/J DEFGRID3
* xyz 0 1
O 11.748 13.498 10.624
O 15.733 7.411 14.073
O 15.202 14.491 14.032
O 10.218 16.078 12.929
O 14.086 18.161 13.410
O 14.526 16.834 8.960
O 15.983 12.314 12.302
O 16.828 15.330 10.042
O 9.953 9.099 11.540
O 11.501 14.218 6.030
O 8.970 13.763 9.783
O 12.289 9.966 8.330
N 13.218 11.861 11.422
N 12.536 8.521 10.087
N 9.750 11.021 12.754
N 13.616 15.835 7.161
N 14.121 15.994 15.421
N 15.118 16.736 11.881
N 12.428 15.976 9.086
N 14.328 6.697 11.859
N 14.152 13.659 15.830
N 11.954 12.823 7.793
N 8.916 10.830 10.600
N 8.396 18.306 12.189
N 14.352 9.110 8.922
N 10.514 12.161 6.120
N 13.929 14.054 11.023
N 14.034 18.702 11.177
C 14.547 14.721 15.091
C 8.785 14.863 8.952
C 17.825 12.147 10.758
C 16.035 8.597 14.786
C 14.018 6.004 13.153
C 7.439 15.441 9.237
C 17.844 15.223 9.013
C 17.331 12.818 12.113
C 11.321 13.122 6.604
C 9.951 17.142 13.824
C 14.409 6.951 14.254
C 12.976 9.247 9.040
C 9.623 18.449 12.969
C 14.762 4.650 13.198
C 9.525 19.698 13.766
C 10.338 14.835 13.602
C 14.360 17.891 12.232
C 12.902 13.208 10.985
C 13.582 16.236 8.414
C 18.253 16.594 8.515
C 9.606 10.242 11.655
H 7.272 15.760 10.289
H 10.822 17.394 14.482
H 12.876 15.228 6.844
H 14.555 4.217 14.150
H 16.091 8.370 15.851
H 15.453 16.296 12.699
H 7.602 18.481 12.783
H 14.418 6.470 15.235
H 9.465 20.589 13.133
H 18.032 11.061 10.884
H 11.246 14.853 14.214
H 8.875 10.391 9.698
H 14.289 16.761 14.750
H 6.740 14.653 8.908
H 18.617 17.237 9.233
H 12.614 13.521 8.201
H 12.639 11.094 11.039
H 8.945 14.515 7.871
H 15.663 12.561 13.173
H 13.712 7.824 14.213
H 15.279 9.334 14.625
H 9.587 15.567 9.216
H 18.731 14.749 9.483
H 15.841 4.751 12.918
H 10.405 18.459 12.197
H 12.945 5.799 13.275
H 8.665 19.834 14.400
H 13.195 7.943 10.608
H 13.916 18.260 10.255
H 10.468 10.727 13.388
H 13.649 13.855 16.678
H 8.371 17.422 11.741
H 14.473 5.958 11.214
H 12.113 11.871 8.043
H 17.938 12.536 12.958
H 9.914 11.984 12.578
H 14.776 8.372 9.429
H 9.471 14.623 14.186
H 14.730 13.667 11.461
H 11.658 15.413 8.709
H 15.271 7.064 12.025
H 14.239 11.675 11.483
H 11.547 8.444 10.160
H 12.425 16.050 10.125
H 8.809 11.870 10.603
H 18.797 12.601 10.418
H 9.224 16.921 14.552
H 17.071 12.248 10.004
H 13.343 19.386 11.352
H 10.225 12.078 5.154
H 16.046 15.371 9.485
H 18.948 16.549 7.652
H 9.933 13.561 9.704
H 16.977 9.011 14.432
H 14.238 4.084 12.367
H 15.719 16.763 11.064
H 14.440 16.053 6.640
H 10.383 19.846 14.439
H 14.845 9.451 8.100
H 17.310 13.939 12.045
H 7.347 16.264 8.579
H 17.373 17.104 8.135
H 10.470 11.323 6.681
H 13.853 15.087 11.090
H 14.879 12.955 15.908
H 10.541 14.079 12.908
H 17.519 14.601 8.211
H 13.830 16.222 16.428
*
```

=====

The following is a quantum chemistry calculation of 13 unconnected molecules or ions with the total composition C21H68O21, from the OMol25 dataset.

Computed properties:
Energy relative to the best compared isomer or geometry (same formula, charge and spin) (eV): 1.606
Strongest force on any atom (hartree/bohr): 0.0736
Frontier orbital gap (eV): 10.20
LUMO energy (eV): 0.43

```
! wB97M-V def2-TZVPD RIJCOSX def2/J DEFGRID3
* xyz 0 1
O -4.081 -3.340 -0.540
O -3.075 0.321 -2.936
O 1.326 2.711 2.077
O 5.904 -0.316 -1.982
O -0.006 -1.662 -0.198
O 3.773 -0.491 -0.001
O 0.856 4.829 0.203
O -4.357 4.544 2.343
O 2.335 0.651 -2.819
O -2.452 -0.058 0.219
O 1.456 0.791 4.282
O 0.225 -5.489 -0.847
O -1.017 -0.009 4.815
O 0.186 3.022 -2.881
O -1.541 3.528 2.526
O -1.512 -3.262 -1.868
O -3.079 -0.579 3.051
O 4.590 1.896 -2.172
O 2.559 -3.014 0.280
O -0.305 0.474 -3.469
O -3.264 -5.960 -0.832
C 1.802 -0.614 -3.265
C 0.766 1.415 5.411
C 5.101 -0.234 0.334
C 2.652 2.424 1.663
C 4.577 3.132 -2.810
C -4.439 -0.303 3.417
C -0.239 3.755 -1.766
C -0.724 1.308 5.135
C -2.495 3.274 1.481
C -3.493 4.367 1.204
C -0.009 -0.528 0.722
C -3.577 -4.000 0.650
C 2.288 -3.479 1.612
C 6.123 -0.797 -0.675
C -4.184 0.913 -3.653
C -0.834 -4.277 -2.610
C 0.570 -0.424 -4.191
C -1.099 0.426 0.318
C -3.683 -5.479 0.465
C 0.442 -4.789 -2.030
C 1.079 4.077 -1.003
H 2.704 -1.134 -3.627
H -4.298 1.985 -3.659
H 5.823 0.626 -2.016
H 6.123 -1.892 -0.623
H 1.180 -3.723 1.588
H -0.657 -3.993 -3.699
H 0.846 0.041 0.508
H -2.426 -0.919 -0.193
H -1.224 0.153 -3.519
H -0.759 0.941 -0.603
H 0.839 -2.110 -0.266
H -2.943 2.322 1.741
H -1.491 -5.190 -2.630
H 3.354 -2.479 0.279
H 3.049 3.327 1.228
H 4.082 3.921 -2.257
H 2.926 -4.246 1.971
H 3.693 1.499 -2.285
H 5.625 3.547 -2.850
H 1.149 -4.023 -1.770
H -3.921 -5.688 -1.505
H -1.841 3.037 0.605
H -0.658 3.717 2.165
H 2.300 -2.642 2.315
H -1.775 -0.002 4.247
H -0.741 4.713 -1.945
H -2.995 -6.039 1.088
H -5.131 0.539 -3.242
H -1.015 -2.516 -1.555
H 2.618 1.645 0.865
H 1.398 -1.124 -2.347
H 1.424 3.092 -0.702
H 1.835 4.485 -1.732
H 1.155 2.396 5.598
H -3.039 5.340 0.888
H -3.349 -3.438 -1.220
H -3.755 4.673 3.072
H -2.990 -0.367 2.105
H 0.971 4.140 0.884
H -0.515 -6.063 -0.751
H 1.635 1.385 -2.716
H -5.149 -1.006 2.968
H -1.059 2.002 4.370
H 0.032 -1.356 -4.315
H 0.833 -0.001 -5.125
H -0.231 2.147 -3.036
H 5.212 -0.695 1.373
H -2.519 -3.697 0.859
H 1.141 2.008 2.741
H -0.989 3.126 -1.147
H -4.223 -3.555 1.449
H 1.017 -0.007 4.171
H -3.091 0.575 -1.974
H 3.346 0.108 -0.598
H 7.107 -0.554 -0.227
H -4.721 -5.867 0.550
H 0.999 -5.316 -2.825
H 3.222 2.080 2.550
H -1.214 1.615 6.041
H -4.674 0.748 3.075
H -4.056 3.964 0.397
H -1.149 1.155 1.172
H 4.258 3.050 -3.852
H 0.894 0.738 6.285
H -4.103 0.491 -4.646
H -0.089 -0.853 1.720
H 5.249 0.842 0.393
H -4.390 -0.426 4.531
*
```

=====

In Eh, the calculated total energy values for the records above are, in order, -1734.06932 -2625.35179 -2620.16111 -2420.71917.